[1]
This record from the Open Molecules 2025 dataset describes a molecular structure, C8H8Cl2NNiO3Se4. The level of theory is the ωB97M-V functional and the def2-TZVPD basis.

Positions of all 27 atoms, in Å:
Ni -0.44836 -1.70291 -0.41098
O 1.85617 -1.52688 -0.65671
C 2.25912 -0.19019 -0.47151
C 1.16328 0.79637 -0.78738
C 1.43748 2.15729 -0.84095
C 0.40114 3.03724 -1.06693
C -0.87753 2.53431 -1.25242
C -1.06380 1.16808 -1.20184
N -0.06102 0.30991 -0.97265
H 1.79417 -1.72242 -1.60307
H 3.14627 0.03737 -1.07199
H 2.52627 -0.08992 0.58231
H 2.45071 2.50658 -0.69118
H 0.58214 4.10416 -1.09207
H -1.72394 3.18328 -1.42283
H -2.03818 0.72569 -1.35434
Se -2.83666 -1.64449 -0.95448
Se -3.34429 -3.81550 -0.37275
Se -1.86887 -5.04898 -1.75440
Se 0.06311 -3.74713 -1.69982
Cl -2.15219 0.80378 1.98991
C -0.66795 0.38674 2.86184
Cl 0.68344 1.46174 2.33940
C -0.25494 -1.09703 2.70066
O 0.06665 -1.63987 3.74968
O -0.26782 -1.58939 1.54277
H -0.82438 0.60216 3.91174

Cartesian forces, eV/Å:
Ni -0.24 -0.28 -0.14
O 0.00 -0.01 -0.02
C 0.05 0.01 0.00
C 0.02 0.04 -0.09
C 0.03 -0.07 -0.11
C -0.02 0.07 -0.01
C -0.02 -0.04 -0.02
C 0.11 -0.03 -0.09
N -0.06 0.11 0.22
H 0.05 -0.05 0.02
H -0.01 0.04 0.04
H -0.03 -0.01 0.00
H 0.02 0.00 0.02
H 0.00 0.01 -0.01
H -0.01 0.01 -0.01
H -0.04 0.02 0.04
Se -0.19 0.08 -0.01
Se 0.17 -0.05 0.12
Se -0.11 0.18 -0.26
Se 0.16 -0.16 0.16
Cl 0.04 -0.01 0.03
C -0.05 0.20 0.08
Cl -0.11 -0.08 0.11
C 0.09 -0.18 0.01
O -0.02 0.09 0.04
O 0.16 0.13 -0.08
H -0.01 -0.01 -0.05

Computed properties:
DFT total energy	-343536.135	eV
Kohn-Sham gap (alpha / beta)	5.913 / 5.922	eV
total charge	-1
2S+1	3
HOMO level (alpha / beta)	-3.56 / -3.57	eV

[2]
This record from the Open Molecules 2025 dataset describes a molecular structure, C35H31CeN4O5 at a distorted geometry. The level of theory is the ωB97M-V functional and the def2-TZVPD basis.

Positions of all 76 atoms, in Å:
Ce 2.17476 0.56092 0.63073
O 3.03876 4.44642 2.56393
C 2.61966 3.21642 2.31273
O 2.19556 2.86132 1.21903
C 2.28056 2.43322 3.57933
O 2.28176 1.04352 3.33223
C 3.62406 0.53412 3.28963
C 4.27426 1.17492 2.03633
O 4.49946 2.40062 2.12153
O 4.36136 0.48202 1.01213
H 3.31806 4.87922 1.74193
H 2.98206 2.71032 4.37503
H 1.25636 2.69272 3.86933
H 4.15436 0.83702 4.19913
H 3.55246 -0.55728 3.21283
C -2.39534 -1.16868 -1.62867
C -3.35274 -0.09038 -2.03457
C -4.33704 -0.33538 -2.98437
C -5.25314 0.63542 -3.35257
C -5.20524 1.88862 -2.76567
C -4.23524 2.15722 -1.81937
C -3.30714 1.18562 -1.45997
N -2.35324 1.50752 -0.47577
C -0.98924 1.37782 -0.60017
N -0.56374 1.36722 -1.87697
C 0.68426 1.17132 -2.52587
C 1.86916 0.93222 -1.80007
C 3.01956 0.78272 -2.60817
C 2.99586 0.87132 -3.99107
C 1.79736 1.08582 -4.64767
C 0.62176 1.23172 -3.92977
C -0.67634 1.44212 -4.66737
N -0.23104 1.32832 0.45793
C -0.87824 1.22512 1.71403
C -1.17434 -0.05378 2.19593
C -1.83784 -0.22098 3.39503
C -2.18494 0.88672 4.14933
C -1.87384 2.15422 3.69063
C -1.24734 2.35182 2.46513
C -1.00074 3.74102 1.94703
H -2.80574 -2.14568 -1.86997
H -2.19424 -1.12338 -0.56057
H -1.43884 -1.06798 -2.14187
H -4.40014 -1.31538 -3.43477
H -6.01354 0.40892 -4.08647
H -5.91994 2.64952 -3.04367
H -4.18274 3.12772 -1.34857
H -2.70034 1.76012 0.43613
H -1.31634 1.50192 -2.53917
H 3.98126 0.58662 -2.12637
H 3.90986 0.76062 -4.55937
H 1.77916 1.13532 -5.72797
H -0.50474 1.40532 -5.74047
H -1.11314 2.41442 -4.43317
H -1.40424 0.66602 -4.42467
H -0.88074 -0.91138 1.60093
H -2.10714 -1.21038 3.72763
H -2.69824 0.76352 5.09043
H -2.13504 3.01432 4.29093
H -0.83164 4.43312 2.77143
H -1.86864 4.09622 1.38813
H -0.14684 3.74672 1.27023
N 1.14396 -9.79238 0.56333
C 1.24286 -8.64858 0.54073
C 1.35986 -7.24228 0.55313
C 2.60696 -6.63948 0.74533
C 2.70566 -5.26878 0.82763
C 1.56816 -4.45848 0.72403
C 0.32926 -5.06968 0.49403
C 0.22326 -6.44008 0.40953
C 1.67776 -3.04888 0.84643
C 1.76036 -1.83738 0.97843
H 3.49226 -7.25338 0.83303
H 3.66996 -4.80678 0.97943
H -0.55444 -4.45648 0.38733
H -0.73824 -6.90368 0.23583

Cartesian forces, eV/Å:
Ce -2.61 -0.86 -2.05
O 0.05 0.07 0.12
C -0.80 0.68 0.62
O -0.09 0.81 0.06
C -0.07 0.46 0.13
O 0.08 0.17 0.02
C 0.41 -0.18 -0.03
C 1.44 1.21 2.46
O 0.75 -0.78 0.08
O 1.64 -0.81 -1.03
H -0.19 -0.13 -0.04
H -0.16 -0.11 -0.11
H 0.12 0.04 -0.05
H -0.01 -0.12 -0.14
H -0.03 0.27 0.00
C 0.00 -0.02 -0.04
C -0.03 0.07 0.04
C -0.05 0.05 -0.07
C -0.03 -0.01 -0.04
C -0.11 -0.03 -0.01
C 0.06 -0.01 -0.04
C -0.32 0.00 -0.35
N 0.14 0.00 0.33
C -0.19 0.20 0.08
N -0.46 0.10 -0.43
C 0.75 -0.16 0.40
C -0.31 0.05 -0.86
C -0.26 0.03 0.52
C 0.21 -0.06 0.02
C 0.10 -0.02 0.19
C -0.08 0.00 0.03
C 0.19 -0.01 0.08
N 0.20 -0.02 -0.38
C -0.34 -0.20 0.24
C 0.10 0.08 -0.12
C -0.07 -0.02 0.01
C 0.02 0.01 0.06
C -0.01 -0.04 0.03
C 0.25 -0.05 -0.15
C 0.06 -0.13 -0.08
H -0.01 -0.07 0.01
H 0.03 -0.05 0.10
H 0.08 -0.04 -0.02
H 0.04 -0.12 -0.02
H -0.01 -0.01 -0.05
H -0.03 0.05 0.01
H 0.05 0.11 0.03
H 0.10 -0.10 0.02
H 0.03 0.05 0.23
H -0.10 0.04 -0.08
H 0.04 -0.02 -0.03
H -0.07 0.01 -0.07
H -0.03 0.02 -0.03
H -0.14 0.07 -0.02
H -0.15 -0.03 -0.01
H 0.03 0.00 0.01
H 0.06 -0.16 0.08
H -0.04 0.00 0.11
H -0.06 0.13 0.02
H 0.02 0.06 -0.03
H -0.02 0.09 -0.04
H -0.01 0.11 0.03
N -0.02 -0.21 -0.04
C -0.05 -0.73 -0.01
C 0.08 1.09 0.02
C -0.16 -0.21 -0.02
C -0.06 0.13 0.00
C 0.02 -0.45 -0.10
C 0.05 0.13 0.02
C 0.12 -0.25 0.02
C -0.08 0.31 0.07
C -0.15 -0.52 0.20
H 0.00 -0.05 0.02
H 0.02 0.06 0.02
H 0.01 0.06 0.01
H -0.01 -0.02 0.03

Computed properties:
DFT total energy	-65924.718	eV
Kohn-Sham gap (alpha / beta)	8.231 / 8.254	eV
2S+1	2
HOMO level (alpha / beta)	-7.99 / -7.99	eV
ΔE to the lowest compared entry with this formula, charge and spin	50.8	kJ/mol

Among the records above, which one has the highest 2S+1? C8H8Cl2NNiO3Se4